Formula: C24H27AlB2Br6F8N3O6
Source: OMol25
Level of theory: the ωB97M-V functional and the def2-TZVPD basis

Geometry (Å):
Al (1.705, 2.669, 1.194)
B (0.315, 0.316, 1.334)
F (-0.293, -0.352, 2.435)
F (1.539, 3.751, 2.945)
F (1.612, 0.876, 1.518)
F (-0.166, 0.577, 0.093)
B (3.868, 0.588, 4.065)
F (2.932, -0.264, 4.066)
F (4.428, 1.130, 2.845)
F (0.934, 3.087, -0.147)
F (4.113, 1.260, 5.229)
Br (3.989, -3.665, -1.360)
C (2.265, -3.412, -2.169)
C (2.523, -2.743, -3.512)
Br (3.047, -0.787, -3.368)
H (1.630, -2.842, -1.549)
H (1.815, -4.385, -2.325)
H (1.604, -2.784, -4.098)
H (3.376, -3.185, -4.048)
Br (-0.917, 5.216, -1.739)
C (-1.813, 4.097, -0.389)
C (-2.540, 4.924, 0.658)
Br (-1.094, 5.718, 1.822)
H (-1.035, 3.400, -0.062)
H (-2.531, 3.462, -0.936)
H (-3.301, 4.394, 1.230)
H (-3.125, 5.719, 0.209)
Br (-4.881, 1.483, -1.868)
C (-3.282, 0.459, -2.059)
C (-3.587, -0.759, -2.943)
Br (-2.105, -1.882, -3.267)
H (-2.987, 0.175, -1.043)
H (-2.569, 1.110, -2.506)
H (-4.062, -0.391, -3.865)
H (-4.348, -1.424, -2.486)
C (-4.173, -1.726, 0.398)
C (-5.512, -1.505, 0.160)
C (-6.303, -2.357, -0.665)
C (-5.607, -3.391, -1.309)
C (-4.269, -3.660, -0.998)
C (-3.561, -2.840, -0.138)
N (-6.271, -4.204, -2.387)
O (-5.645, -5.108, -2.895)
O (-7.444, -3.943, -2.471)
H (-3.637, -1.080, 1.115)
H (-6.031, -0.687, 0.644)
H (-7.306, -2.067, -0.907)
H (-3.777, -4.517, -1.399)
H (-2.541, -3.031, 0.157)
C (1.162, -6.760, 0.652)
C (0.417, -5.611, 0.249)
C (0.623, -4.376, 0.890)
C (1.474, -4.328, 1.997)
C (2.083, -5.455, 2.498)
C (1.988, -6.642, 1.748)
N (1.589, -3.051, 2.728)
O (1.608, -3.056, 3.930)
O (1.624, -2.058, 2.035)
H (1.066, -7.742, 0.192)
H (-0.151, -5.669, -0.687)
H (0.105, -3.511, 0.511)
H (2.644, -5.392, 3.403)
H (2.517, -7.533, 2.023)
C (3.804, 7.966, 0.068)
C (2.806, 7.221, 0.747)
C (2.946, 5.887, 0.882)
C (4.019, 5.281, 0.300)
C (5.285, 6.012, 0.097)
C (5.052, 7.370, -0.096)
N (4.063, 3.776, 0.199)
O (4.767, 3.555, -0.867)
O (3.472, 2.865, 0.754)
H (3.735, 9.091, 0.157)
H (2.023, 7.727, 1.384)
H (2.105, 5.418, 1.385)
H (6.264, 5.607, -0.026)
H (5.923, 7.990, -0.358)

Force components x, y, z for each atom (eV/Å):
Al 1.7 3.7 4.2
B -2.5 -2.7 1.2
F 2.0 2.9 -4.2
F 0.2 -2.9 -3.9
F -1.1 0.0 0.3
F 0.7 -0.8 3.1
B 2.1 4.6 -0.3
F -1.0 -1.6 -0.6
F -1.4 -1.7 3.0
F -0.4 -0.2 -0.5
F 0.2 -1.2 -2.1
Br 0.1 -0.2 0.7
C 1.1 0.0 -1.4
C -0.1 0.6 -0.1
Br -0.5 -1.2 0.1
H -0.5 0.7 0.8
H 0.1 -0.2 -0.1
H 0.2 0.3 -0.2
H -0.5 0.1 0.2
Br -0.3 -0.3 0.4
C -0.6 -0.6 -0.7
C 0.9 0.3 -0.1
Br -1.1 -0.4 -0.3
H -0.5 0.6 0.4
H 0.1 0.5 0.0
H 0.7 -0.4 0.4
H 0.5 0.4 -0.1
Br -0.6 0.4 0.1
C -0.1 -1.3 0.3
C -1.9 0.6 0.5
Br 0.9 -0.2 -0.3
H 0.1 0.0 -0.4
H 0.7 0.3 -0.3
H 0.6 -0.3 0.0
H 0.5 0.6 0.0
C -0.1 0.3 0.9
C -1.5 -0.5 -0.3
C 2.2 0.6 -0.2
C 0.7 0.5 0.2
C -0.3 0.1 0.1
C -0.2 0.1 0.1
N 0.3 0.1 2.6
O -0.3 0.4 -0.5
O -0.6 -0.4 -1.3
H -0.3 -0.3 -0.6
H 0.1 0.1 -0.1
H -0.3 -0.3 0.0
H 0.1 -0.4 -0.5
H 0.2 -0.3 -0.3
C -0.9 1.4 0.0
C 1.2 -0.3 -0.2
C 0.0 -1.2 -0.5
C -0.8 -0.3 0.0
C 0.0 -0.4 -1.0
C -0.1 0.2 0.5
N -0.3 -1.0 -0.2
O 0.2 -0.1 0.2
O 0.2 1.1 -0.7
H -0.1 0.4 -0.2
H -0.1 0.1 0.6
H 0.1 0.2 0.1
H 0.4 -0.1 0.4
H 0.3 -0.1 0.5
C -0.5 1.0 2.6
C 0.1 3.1 0.4
C -1.5 -1.1 -0.1
C 2.9 -0.9 2.1
C -3.8 -0.1 -0.9
C 1.1 0.0 -0.5
N 4.6 3.3 -7.5
O -2.5 -0.8 4.6
O -1.5 -1.4 1.5
H 0.0 -1.4 -0.8
H 0.7 -0.5 -1.4
H 0.3 -0.7 -0.1
H 0.2 -0.6 -0.1
H -0.5 -0.2 0.2

The total energy is -18081.43575 Ha. For the max |F|, the calculation gives 9.4 eV Å⁻¹. Its charge is +1.

***

Formula: C12H20ErF3IO3P
Source: OMol25
Level of theory: the ωB97M-V functional and the def2-TZVPD basis

Geometry (Å):
C (-1.034, 3.704, -1.815)
C (-0.382, 2.862, -0.679)
C (1.025, 2.381, -1.057)
I (2.527, 3.694, -0.296)
C (1.267, 0.930, -0.658)
O (0.348, 0.145, -1.329)
P (0.510, -1.526, -0.710)
C (-1.363, -1.825, -0.771)
C (-1.827, -3.032, -1.599)
C (-0.958, -4.239, -1.667)
F (0.202, -4.155, -2.367)
C (-1.290, -5.439, -1.181)
F (-1.830, -5.633, 0.006)
F (-1.112, -6.574, -1.823)
O (0.650, -0.805, 0.847)
C (1.212, 0.482, 0.845)
C (0.630, 1.377, 1.934)
C (0.528, 0.577, 3.244)
C (1.514, 0.883, 4.301)
O (1.573, -0.309, 3.486)
H (-0.294, 4.060, -2.524)
H (-1.554, 4.572, -1.374)
H (-1.803, 3.104, -2.301)
H (-0.994, 1.994, -0.401)
H (-0.229, 3.487, 0.228)
H (1.108, 2.419, -2.141)
H (2.310, 0.754, -0.963)
H (0.746, -2.810, -0.132)
H (0.751, -1.918, -2.079)
H (2.028, -1.489, -0.716)
H (-1.686, -1.859, 0.268)
H (-1.780, -0.920, -1.213)
H (-2.065, -2.720, -2.616)
H (-2.760, -3.380, -1.154)
H (2.266, 0.351, 1.116)
H (1.306, 2.202, 2.148)
H (-0.393, 1.706, 1.704)
H (-0.472, 0.313, 3.567)
H (1.336, 0.584, 5.324)
H (2.295, 1.595, 4.065)
Er (-2.308, 4.458, 0.484)

Force components x, y, z for each atom (eV/Å):
C -0.2 -1.1 0.9
C -0.4 0.7 -0.2
C -0.3 -0.3 0.3
I 0.0 0.1 -0.1
C 0.2 0.4 0.3
O 0.2 -0.1 0.0
P -0.3 0.1 0.4
C -0.2 0.2 -0.6
C 0.3 0.1 1.1
C 0.1 -0.1 0.6
F -0.6 -0.1 -1.0
C 0.1 -0.3 -0.3
F -0.9 0.1 -0.6
F 0.8 0.1 0.7
O -0.6 0.4 -0.4
C 1.2 -0.1 0.0
C -0.4 -0.9 0.5
C 0.1 1.0 0.3
C 0.1 -1.1 -0.4
O 0.1 0.0 -0.2
H -0.1 0.4 0.0
H 0.3 0.7 -1.4
H 0.1 0.1 -0.4
H 0.0 -0.1 -0.2
H 0.2 -0.1 0.2
H 0.1 0.0 0.0
H -0.1 -0.3 -0.3
H 0.0 0.0 0.1
H -0.1 0.1 -0.1
H 0.1 -0.1 -0.3
H 0.3 -0.3 0.1
H 0.1 0.1 0.0
H 0.2 -0.1 -0.1
H -0.1 0.1 -0.1
H 0.0 0.1 0.3
H -0.1 0.3 -0.4
H 0.0 0.2 0.0
H 0.0 -0.5 -0.1
H -0.1 0.6 0.2
H 0.1 0.1 0.3
Er 0.1 -0.5 0.8

The total energy is -2647.65075 Ha. For the max |F|, the calculation gives 1.6 eV Å⁻¹. Its spin multiplicity is 4. Its charge is +2. The expectation value of S² is 3.760.

***

Formula: C60H56N8O2SeTa
Source: OMol25
Level of theory: the ωB97M-V functional and the def2-TZVPD basis

Geometry (Å):
Ta (-0.036, -0.066, 0.086)
C (-5.557, -0.708, -3.586)
C (-5.972, -1.521, -2.519)
C (-5.228, -1.626, -1.360)
C (-4.041, -0.903, -1.305)
C (-3.065, -0.734, -0.248)
N (-2.044, 0.096, -0.679)
C (-2.395, 0.536, -1.946)
N (-1.758, 1.397, -2.694)
C (-0.637, 1.973, -2.305)
C (0.034, 2.998, -3.062)
C (-0.262, 3.604, -4.282)
C (0.605, 4.582, -4.722)
C (1.731, 4.962, -3.969)
C (2.018, 4.373, -2.756)
C (1.152, 3.374, -2.315)
C (1.126, 2.582, -1.113)
N (1.970, 2.776, -0.113)
C (1.820, 2.239, 1.064)
N (0.854, 1.331, 1.475)
C (1.033, 1.150, 2.832)
N (0.294, 0.449, 3.646)
C (-0.810, -0.144, 3.220)
N (-1.245, -0.238, 1.926)
C (-2.456, -0.906, 1.965)
N (-3.245, -1.206, 0.956)
C (-2.794, -1.239, 3.327)
C (-3.881, -1.908, 3.881)
C (-3.873, -2.089, 5.250)
C (-2.821, -1.612, 6.049)
C (-1.747, -0.940, 5.500)
C (-1.751, -0.766, 4.119)
C (2.181, 1.914, 3.290)
C (2.752, 2.053, 4.548)
C (3.846, 2.894, 4.648)
C (4.341, 3.585, 3.533)
C (3.758, 3.454, 2.285)
C (2.671, 2.596, 2.186)
N (0.060, 1.714, -1.144)
C (-3.632, -0.096, -2.360)
C (-4.386, 0.023, -3.522)
H (-6.175, -0.652, -4.471)
H (-6.898, -2.071, -2.612)
H (-5.546, -2.241, -0.530)
H (-1.134, 3.315, -4.851)
H (0.419, 5.077, -5.666)
H (2.379, 5.736, -4.357)
H (2.876, 4.665, -2.166)
H (-4.689, -2.270, 3.261)
H (-4.695, -2.609, 5.725)
H (-2.861, -1.776, 7.118)
H (-0.935, -0.565, 6.108)
H (2.357, 1.522, 5.403)
H (4.332, 3.029, 5.605)
H (5.195, 4.237, 3.658)
H (4.130, 3.988, 1.421)
H (-4.064, 0.661, -4.333)
C (0.921, -7.364, -2.909)
C (-0.352, -6.529, -3.112)
C (-1.580, -7.362, -2.723)
C (-0.464, -6.171, -4.594)
C (-0.279, -5.287, -2.227)
C (-0.243, -4.001, -2.740)
C (-0.179, -2.927, -1.868)
Se (0.143, -1.160, -2.516)
C (2.044, -1.256, -2.423)
C (2.762, -1.816, -3.466)
C (4.124, -2.016, -3.322)
C (4.703, -1.639, -2.111)
C (4.019, -1.059, -1.045)
C (2.641, -0.852, -1.232)
O (1.850, -0.310, -0.270)
C (4.776, -0.642, 0.220)
C (6.120, -1.373, 0.344)
C (5.063, 0.862, 0.118)
C (3.991, -0.950, 1.505)
C (4.989, -2.643, -4.413)
C (4.172, -3.007, -5.653)
C (5.640, -3.923, -3.871)
C (6.080, -1.646, -4.828)
C (-0.178, -3.090, -0.489)
O (-0.203, -1.973, 0.285)
C (-0.128, -4.379, 0.066)
C (-0.196, -5.432, -0.840)
C (0.102, -4.618, 1.558)
C (-1.038, -4.024, 2.387)
C (1.427, -3.949, 1.961)
C (0.207, -6.107, 1.893)
H (0.888, -8.256, -3.537)
H (1.029, -7.689, -1.874)
H (1.810, -6.789, -3.178)
H (-1.642, -8.250, -3.355)
H (-2.498, -6.787, -2.853)
H (-1.533, -7.696, -1.686)
H (-0.538, -7.084, -5.184)
H (0.413, -5.624, -4.946)
H (-1.353, -5.571, -4.799)
H (-0.248, -3.822, -3.806)
H (2.245, -2.112, -4.368)
H (5.761, -1.813, -1.995)
H (6.833, -1.075, -0.424)
H (5.994, -2.456, 0.304)
H (6.570, -1.120, 1.304)
H (5.709, 1.069, -0.737)
H (5.565, 1.214, 1.022)
H (4.146, 1.435, -0.013)
H (3.694, -2.000, 1.542)
H (3.097, -0.340, 1.604)
H (4.629, -0.750, 2.368)
H (3.393, -3.738, -5.422)
H (4.827, -3.452, -6.402)
H (3.704, -2.130, -6.104)
H (4.882, -4.643, -3.560)
H (6.283, -3.719, -3.014)
H (6.255, -4.385, -4.645)
H (5.641, -0.729, -5.224)
H (6.712, -2.084, -5.602)
H (6.722, -1.378, -3.988)
H (-0.174, -6.438, -0.448)
H (-1.074, -2.949, 2.259)
H (-0.881, -4.234, 3.447)
H (-2.005, -4.441, 2.094)
H (1.398, -2.870, 1.805)
H (2.259, -4.357, 1.383)
H (1.627, -4.133, 3.019)
H (-0.713, -6.644, 1.655)
H (0.382, -6.213, 2.964)
H (1.038, -6.589, 1.375)

Force components x, y, z for each atom (eV/Å):
Ta -0.2 0.2 0.1
C 0.0 0.0 0.0
C 0.0 0.0 0.0
C 0.0 0.0 0.0
C 0.0 0.0 0.0
C -0.1 0.0 0.0
N -0.1 -0.1 -0.1
C 0.0 0.0 -0.1
N 0.0 0.0 0.0
C -0.1 -0.1 -0.1
C 0.1 0.0 0.1
C 0.0 0.0 0.0
C 0.0 0.0 0.0
C 0.0 0.0 0.0
C 0.0 0.0 0.0
C -0.1 0.0 -0.1
C 0.1 0.1 0.1
N 0.0 0.0 0.0
C 0.1 0.0 -0.1
N 0.1 0.1 0.1
C 0.0 0.0 0.1
N 0.0 0.0 0.0
C 0.1 0.1 0.1
N 0.0 0.0 0.0
C -0.1 -0.1 -0.1
N 0.1 0.0 0.0
C 0.1 0.0 0.1
C 0.0 0.0 0.0
C 0.0 0.0 0.0
C 0.0 0.0 0.0
C 0.0 0.0 0.0
C -0.1 -0.1 0.0
C 0.0 0.0 0.0
C 0.0 0.0 -0.1
C 0.0 0.0 0.0
C 0.0 0.0 0.0
C 0.0 0.0 0.0
C 0.0 0.0 0.1
N 0.0 0.0 0.0
C 0.0 0.0 0.0
C 0.0 0.0 0.0
H 0.0 0.0 0.0
H 0.0 0.0 0.0
H 0.0 0.0 0.0
H 0.0 0.0 0.0
H 0.0 0.0 0.0
H 0.0 0.0 0.0
H 0.0 0.0 0.0
H 0.0 0.0 0.0
H 0.0 0.0 0.0
H 0.0 0.0 0.0
H 0.0 0.0 0.0
H 0.0 0.0 0.0
H 0.0 0.0 0.0
H 0.0 0.0 0.0
H 0.0 0.0 0.0
H 0.0 0.0 0.0
C 0.0 0.0 0.0
C 0.0 0.0 0.0
C 0.0 0.0 0.0
C 0.0 0.0 0.0
C 0.0 0.0 0.0
C 0.0 0.0 0.0
C 0.0 -0.1 0.1
Se 0.0 0.1 0.0
C 0.2 0.0 0.1
C 0.0 0.0 0.0
C 0.0 0.0 0.0
C 0.0 0.0 0.0
C 0.0 -0.1 -0.1
C 0.0 -0.2 0.0
O 0.2 0.1 -0.1
C 0.0 0.1 0.1
C 0.0 0.0 0.0
C 0.0 0.0 0.0
C 0.0 0.0 0.0
C 0.0 0.0 0.0
C 0.0 0.0 0.0
C 0.0 0.0 0.0
C 0.0 0.0 0.0
C 0.0 0.0 0.0
O -0.1 -0.1 0.0
C 0.1 0.0 -0.1
C 0.0 0.0 0.0
C 0.0 0.0 0.0
C 0.0 0.0 0.0
C 0.0 0.0 0.0
C 0.0 0.0 0.0
H 0.0 0.0 0.0
H 0.0 0.0 0.0
H 0.0 0.0 0.0
H 0.0 0.0 0.0
H 0.0 0.0 0.0
H 0.0 0.0 0.0
H 0.0 0.0 0.0
H 0.0 0.0 0.0
H 0.0 0.0 0.0
H 0.0 0.0 0.0
H 0.0 0.0 0.0
H 0.0 0.0 0.0
H 0.0 0.0 0.0
H 0.0 0.0 0.0
H 0.0 0.0 0.0
H 0.0 0.0 0.0
H 0.0 0.0 0.0
H 0.0 0.0 0.0
H 0.0 0.0 0.0
H 0.0 0.0 0.0
H 0.0 0.0 0.0
H 0.0 0.0 0.0
H 0.0 0.0 0.0
H 0.0 0.0 0.0
H 0.0 0.0 0.0
H 0.0 0.0 0.0
H 0.0 0.0 0.0
H 0.0 0.0 0.0
H 0.0 0.0 0.0
H 0.0 0.0 0.0
H 0.0 0.0 0.0
H 0.0 0.0 0.0
H 0.0 0.0 0.0
H 0.0 0.0 0.0
H 0.0 0.0 0.0
H 0.0 0.0 0.0
H 0.0 0.0 0.0
H 0.0 0.0 0.0
H 0.0 0.0 0.0
H 0.0 0.0 0.0

The total energy is -5367.10267 Ha. For the max |F|, the calculation gives 0.3 eV Å⁻¹. Its charge is +1.